Record 1
Computed, not measured: a cluster of 6 separate species, C4H19ClO9 in total in a non-equilibrium geometry, with wB97M-V/def2-TZVPD.

```
33
Properties=species:S:1:pos:R:3:nbo_charge:R:1
O -0.38232 0.03181 0.49303 -0.8249
H 0.11527 0.88402 0.46683 0.5647
H -1.10749 0.07037 -0.19841 0.5609
H 0.29272 -0.68743 0.31192 0.5856
Cl 2.20578 -0.01105 -2.69089 2.5617
O 2.66757 1.34678 -2.51691 -0.8760
O 3.31773 -0.91771 -2.70833 -0.8449
O 1.34260 -0.33735 -1.56843 -0.9614
O 1.45376 -0.11371 -3.90825 -0.8657
C 0.11131 2.86600 -1.14648 -0.2711
O -0.58409 2.66842 0.08751 -0.7768
H -0.13245 1.92212 -1.64173 0.1943
H -0.15279 3.73480 -1.74516 0.1840
H 1.18150 2.77169 -0.94696 0.2047
H -0.47299 3.41595 0.68485 0.4788
C -0.61819 -3.17822 0.96525 -0.2718
O 0.56498 -2.48328 0.52509 -0.7335
H -1.30335 -2.51667 1.49165 0.1779
H -1.05523 -3.64241 0.07708 0.1830
H -0.46025 -4.06256 1.58879 0.1834
H 1.25485 -2.91859 1.03863 0.4916
C -1.96053 -1.13796 -2.55238 -0.2524
O -2.25249 -0.45908 -1.29700 -0.7620
H -2.93355 -1.42051 -2.96185 0.1679
H -1.42961 -0.54534 -3.29417 0.2122
H -1.43586 -2.05718 -2.30969 0.1998
H -3.01729 0.08169 -1.51704 0.4885
C 1.02182 1.07929 4.52860 -0.2497
O 0.73103 0.91354 3.12450 -0.7367
H 0.69054 2.07754 4.82770 0.1643
H 0.42124 0.33032 5.04482 0.1693
H 2.08379 1.03908 4.74385 0.1933
H -0.15802 1.25565 3.00359 0.4609
```

gap between HOMO and LUMO: 8.773 eV
E_LUMO: -0.00199 Ha
E_HOMO: -8.83 eV

Record 2
Computed, not measured: a structure of composition C16H21FIrN4O2S4 in a non-equilibrium geometry, with wB97M-V/def2-TZVPD.

```
49
Properties=species:S:1:pos:R:3:nbo_charge:R:1
Ir -0.47165 0.77053 -0.35709 0.8374
C 2.55467 1.80942 -0.08351 -0.5530
C 2.77068 0.46180 -0.74661 -0.5620
S 1.34068 -0.63432 -0.46672 0.6211
C 1.04058 -1.38180 -2.09713 -0.5527
C 0.71651 -0.36738 -3.17635 -0.5537
S -0.64990 0.74768 -2.67024 0.5712
C -0.01353 2.37591 -3.15762 -0.5512
C 1.24511 2.77886 -2.41088 -0.5593
S 1.01835 2.62491 -0.59931 0.5182
H 3.39708 2.47900 -0.25775 0.2744
H 2.43688 1.70593 0.99721 0.2640
H 3.63363 -0.04665 -0.31573 0.2805
H 2.94120 0.55252 -1.81684 0.2351
H 0.19563 -2.04486 -1.90635 0.2947
H 1.90912 -1.98828 -2.35589 0.2748
H 0.36689 -0.88520 -4.06931 0.2840
H 1.57772 0.23553 -3.45673 0.2314
H -0.83991 3.04886 -2.93485 0.2776
H 0.14014 2.37396 -4.23704 0.2736
H 1.46376 3.82877 -2.60507 0.2744
H 2.11226 2.20210 -2.72400 0.2291
N -3.03357 8.62696 1.62105 -0.7257
C -2.85812 7.31879 1.37355 0.2549
C -3.05388 6.36421 2.39874 -0.2522
C -2.89600 5.03030 2.14519 -0.1426
C -2.51047 4.61416 0.86112 -0.3946
C -2.29838 5.54092 -0.16394 -0.1518
C -2.47575 6.87604 0.08692 -0.2576
S -2.38572 2.93728 0.58472 2.2702
O -3.51006 2.19524 1.04788 -0.8621
O -1.93576 2.65161 -0.79827 -0.9583
N -1.00571 2.44112 1.36610 -0.6543
C -1.13831 1.40537 2.27970 0.5218
N -0.56123 0.31525 1.75522 -0.5085
C -0.68778 -0.84243 2.41893 0.1246
C -1.30100 -0.84752 3.65078 -0.2830
C -1.81388 0.35902 4.12623 0.1522
N -1.75463 1.49498 3.43121 -0.4180
H -3.33239 8.94944 2.52454 0.4142
H -2.93624 9.31296 0.89359 0.4124
H -3.34833 6.69557 3.38574 0.2373
H -3.07207 4.30121 2.92715 0.2525
H -2.02228 5.20655 -1.15480 0.2322
H -2.33680 7.59917 -0.70586 0.2329
H -0.28202 -1.73190 1.95711 0.2402
H -1.39204 -1.75933 4.22101 0.2661
H -2.30910 0.41043 5.08810 0.2361
F -1.41595 -0.97732 -0.43252 -0.6485
```

gap between HOMO and LUMO (alpha / beta): 6.566 / 4.677 eV
E_LUMO (alpha / beta): -0.25526 / -0.31711 Ha
energy relative to the best compared isomer or geometry (same formula, charge and spin): 189.5 kJ/mol
E_HOMO (alpha / beta): -13.51 / -13.31 eV
2S+1: 2
charge: +2

Record 3
Computed, not measured: a cluster of 4 separate species, C5H16O3 in total in a non-equilibrium geometry, with wB97M-V/def2-TZVPD.

```
24
Properties=species:S:1:pos:R:3:nbo_charge:R:1
C -1.09065 -3.81009 -0.33650 -0.6043
C -0.37761 -2.47424 -0.19087 -0.3998
C 0.41538 -2.13996 -1.48717 -0.4361
C 0.59396 -0.63945 -1.65312 -0.1976
C 1.01274 0.21146 -0.72666 -0.4058
H -1.62240 -4.05967 0.58110 0.2023
H -1.71640 -3.85033 -1.23092 0.2002
H -0.37937 -4.63689 -0.48153 0.1901
H -1.14249 -1.70778 -0.10280 0.2086
H 0.38603 -2.41292 0.57273 0.2105
H -0.08498 -2.49906 -2.36986 0.1915
H 1.39324 -2.61510 -1.38485 0.2012
H 0.45175 -0.25943 -2.65977 0.1914
H 1.32309 -0.09046 0.27125 0.1885
H 1.02361 1.28143 -0.93359 0.2252
H -0.16754 -1.50057 4.13235 0.4529
H 1.10414 -0.76605 4.44356 0.4490
O 0.46473 -0.89268 3.73225 -0.9791
H 0.18531 5.42348 0.41236 0.2985
H 0.78486 4.74228 1.59101 0.3372
O 0.32848 4.51886 0.75098 -1.4332
H -1.20395 4.66099 -1.54069 0.4382
H -0.98800 3.53266 -0.47387 0.4968
O -1.16417 3.70751 -1.41054 -1.0262
```

gap between HOMO and LUMO (alpha / beta): 1.973 / 9.583 eV
E_LUMO (alpha / beta): 0.10491 / 0.10259 Ha
energy relative to the best compared isomer or geometry (same formula, charge and spin): 76.1 kJ/mol
E_HOMO (alpha / beta): 0.88 / -6.79 eV
2S+1: 2
charge: -1

Record 4
Computed, not measured: an isolated molecule of C4H10N2OS in a non-equilibrium geometry, with wB97M-V/def2-TZVPD.

```
18
Properties=species:S:1:pos:R:3:nbo_charge:R:1
C -2.92580 0.59902 0.85819 -0.6596
C 1.74598 -0.65837 -0.01199 -0.4164
C 0.38394 -1.41520 0.18007 -0.2274
C 1.64880 0.69888 -0.74422 -0.3235
N -0.69983 -0.66522 0.86124 -0.8287
N 0.99988 1.74820 -0.12812 -0.4688
O -2.03620 -0.28271 -1.46955 -0.9306
S -1.65411 0.35852 -0.23458 1.4389
H -4.03220 0.67958 0.58619 0.2317
H -2.70161 1.05990 1.86556 0.2182
H 2.10176 -0.38330 0.91079 0.2004
H 2.22062 -1.43590 -0.61306 0.2230
H 0.06183 -1.67701 -0.84669 0.2065
H 0.50108 -2.25630 0.75899 0.2006
H 2.69239 0.91820 -0.99723 0.2394
H 1.44573 0.60270 -1.84449 0.1802
H -0.18018 -0.20740 1.59568 0.3873
H 0.42794 2.31643 -0.72679 0.3288
```

gap between HOMO and LUMO (alpha / beta): 7.843 / 7.748 eV
E_LUMO (alpha / beta): -0.02772 / -0.01496 Ha
energy relative to the best compared isomer or geometry (same formula, charge and spin): 671.5 kJ/mol
E_HOMO (alpha / beta): -8.60 / -8.15 eV